2 unconnected molecules or ions with the total composition C14H21N2O9 at a distorted geometry, computed with ωB97M-V/def2-TZVPD.

Summary:
- Lowest unoccupied orbital energy: 0.08379 hartree
- Gap between HOMO and LUMO: 7.98 eV
- E_HOMO: -5.7013 eV
- Charge: -1
- Energy above the lowest of the compared OMol25 structures with the same formula, charge and spin: 0.0 kJ/mol

Geometry as XYZ:
```
46
Properties=species:S:1:pos:R:3:forces:R:3
O -2.471890 -3.998207 -4.553664 0.298 -0.218 -0.315
O 4.043766 4.287335 5.093616 -0.300 0.647 -1.359
O -1.338594 0.037255 -2.262878 0.166 -0.579 -0.274
O 1.410947 -4.069810 -3.190891 -0.487 0.267 0.221
O -0.409694 0.075947 -0.260939 0.876 -0.830 0.271
O 3.908570 5.456641 3.157238 -0.685 -0.793 0.480
O -0.828213 1.726640 1.649170 0.374 0.554 0.141
O 1.321259 3.931855 5.139590 0.583 0.569 0.143
O -0.905137 4.619516 1.595640 -0.120 0.008 0.072
C -2.791216 -3.152990 -3.729001 -0.485 -0.536 -0.895
C 3.426585 4.581509 4.076090 0.128 -0.657 1.652
C -0.616234 -0.464299 -1.373691 -0.965 0.984 -0.268
C 0.210232 -3.994944 -2.928227 0.754 0.149 -0.507
C 1.386683 1.834564 2.566040 1.763 1.816 1.874
C 2.183263 2.464996 3.506645 -1.124 -1.374 -2.324
N -0.521550 -5.090140 -2.693750 -0.989 -0.300 0.633
N -1.961593 -2.609793 -2.845025 0.722 0.117 1.185
C -4.222329 -2.682049 -3.646184 0.035 0.135 0.041
C -0.008680 -6.454916 -2.749143 0.183 0.730 -0.160
C 0.323604 2.563189 1.787967 -0.497 -0.901 0.262
C 2.025626 3.926499 3.886179 -0.487 -0.025 -0.686
C 1.159958 4.683651 2.855448 -0.186 -0.232 0.075
C -0.080324 3.867830 2.487033 -0.073 -0.463 -0.561
C 0.023059 -1.843342 -1.623577 -0.090 -0.409 -0.075
C -0.485637 -2.615791 -2.865162 -0.218 0.322 0.011
H 4.770543 5.732920 3.499066 0.094 -0.005 0.010
H -0.676198 1.050147 0.917155 -0.162 0.593 0.168
H 1.926909 3.624127 5.837687 -0.121 0.106 -0.459
H -1.559856 4.003291 1.213471 0.497 0.149 0.321
H 1.530551 0.779916 2.349135 -0.092 0.095 0.066
H 2.937186 1.876159 4.020107 -0.001 0.176 0.146
H -1.516220 -4.945282 -2.606567 0.182 -0.169 -0.098
H -2.342616 -1.831454 -2.318995 0.272 0.154 -0.133
H -4.242046 -1.600766 -3.775741 -0.156 0.076 0.100
H -4.802703 -3.160483 -4.432405 0.073 0.001 0.090
H -4.626365 -2.938990 -2.669467 -0.182 0.103 0.072
H 0.433355 -6.630869 -3.731466 0.052 -0.119 0.058
H -0.817589 -7.165998 -2.583055 -0.001 0.178 0.015
H 0.761948 -6.586939 -1.988229 0.007 -0.104 -0.066
H 0.715987 2.796192 0.790900 0.052 0.182 -0.047
H 1.734355 4.874640 1.943732 0.032 -0.050 0.127
H 0.856799 5.649630 3.269452 0.049 -0.089 0.012
H -0.643381 3.625704 3.395819 0.074 -0.095 -0.044
H 1.101827 -1.707578 -1.717060 -0.046 -0.092 0.014
H -0.156727 -2.463393 -0.742858 0.089 0.066 0.137
H -0.168223 -2.062116 -3.749206 0.110 -0.140 -0.123
```
Positions in Å, forces in eV/Å.

Mulliken population analysis, charges in e, atoms 1 to 4:
1. O -0.664
2. O -0.618
3. O -0.749
4. O -0.711